{"formula": "C51H65AsBN8ORuSe", "method": "ωB97M-V/def2-TZVPD", "spin_multiplicity": 6, "charge": 2, "energy_ev": -197340.574, "largest_force_ev_per_a": 1.90, "e_above_lowest_kj_mol": 50.97, "elements": ["Ru", "C", "C", "C", "C", "C", "C", "C", "C", "C", "N", "N", "B", "N", "N", "C", "C", "C", "C", "C", "C", "C", "C", "C", "N", "N", "C", "C", "C", "C", "C", "C", "C", "C", "C", "H", "H", "H", "H", "H", "H", "H", "H", "H", "H", "H", "H", "H", "H", "H", "H", "H", "H", "H", "H", "H", "H", "H", "H", "H", "H", "H", "H", "H", "H", "H", "H", "H", "H", "H", "H", "H", "H", "H", "H", "H", "H", "H", "H", "H", "H", "Se", "N", "C", "C", "C", "C", "C", "C", "N", "H", "H", "H", "H", "O", "As", "C", "C", "C", "C", "C", "C", "C", "C", "C", "C", "C", "C", "C", "C", "C", "C", "C", "C", "H", "H", "H", "H", "H", "H", "H", "H", "H", "H", "H", "H", "H", "H", "H"], "positions_angstrom": [[0.31960, 0.13920, 0.23000], [2.62250, -0.92020, 4.34640], [1.91260, -0.13580, 3.25060], [2.45170, 1.29570, 3.15040], [0.43430, -0.09370, 3.45590], [-0.34770, -0.17550, 4.59630], [-1.67140, -0.08340, 4.15210], [-2.88660, -0.13770, 5.00590], [-2.82150, 0.96310, 6.07240], [-3.00280, -1.51600, 5.67320], [-1.64680, 0.05790, 2.81210], [-0.37190, 0.05840, 2.40130], [-2.76160, 0.12250, 1.72780], [-2.52420, 1.45080, 0.95130], [-1.37740, 1.65150, 0.27830], [-1.33970, 2.90660, -0.18360], [-2.51070, 3.53750, 0.20740], [-3.24490, 2.59840, 0.93280], [-4.52600, 2.97550, 1.61230], [-4.29780, 3.13140, 3.12070], [-5.73850, 2.09480, 1.32070], [-0.19520, 3.44820, -0.98570], [1.12120, 3.27920, -0.22330], [-0.41050, 4.91320, -1.35910], [-2.56840, -1.15920, 0.85270], [-1.35800, -1.43750, 0.33320], [-1.37200, -2.65290, -0.22130], [-2.64450, -3.18220, -0.05800], [-3.38130, -2.22160, 0.63190], [-4.81630, -2.44250, 0.99040], [-5.72360, -1.47340, 0.23160], [-5.08260, -2.42710, 2.49590], [-0.17780, -3.28720, -0.86590], [-0.33340, -4.80490, -0.95660], [1.10190, -2.93940, -0.10690], [3.68640, -0.97370, 4.13660], [2.48980, -0.43910, 5.31270], [2.23760, -1.93340, 4.40360], [2.09250, -0.62950, 2.26940], [2.33210, 1.82330, 4.09580], [3.51330, 1.26980, 2.89790], [1.90010, 1.84130, 2.37810], [-0.01200, -0.29830, 5.60310], [-3.77360, 0.01700, 4.38940], [-2.02560, 0.76300, 6.78520], [-2.64430, 1.93710, 5.61940], [-3.76250, 0.99500, 6.61530], [-2.17110, -1.69340, 6.35030], [-3.92410, -1.56060, 6.24870], [-3.01900, -2.30910, 4.92830], [-3.82620, 0.14450, 2.20710], [-2.80280, 4.54720, 0.01120], [-4.76070, 3.97120, 1.21750], [-4.04500, 2.18090, 3.57860], [-3.48750, 3.83210, 3.30770], [-5.20300, 3.51690, 3.58270], [-5.68940, 1.14010, 1.83270], [-6.63300, 2.60670, 1.66490], [-5.84180, 1.92780, 0.25160], [-0.13510, 2.85390, -1.90780], [1.14650, 3.92040, 0.65650], [1.21500, 2.22570, 0.11630], [1.96630, 3.52130, -0.86730], [-0.45600, 5.52840, -0.46370], [0.41480, 5.26150, -1.97580], [-1.33230, 5.03890, -1.92130], [-3.00490, -4.13350, -0.39210], [-5.04930, -3.45450, 0.63870], [-5.46370, -0.44820, 0.46500], [-5.61860, -1.62240, -0.84010], [-6.75990, -1.65160, 0.50360], [-5.02970, -1.42520, 2.90380], [-6.07560, -2.82340, 2.68520], [-4.36410, -3.05580, 3.01480], [-0.10000, -2.88850, -1.89300], [-0.46240, -5.23690, 0.03380], [-1.18980, -5.06120, -1.57290], [0.54850, -5.25210, -1.40780], [1.10150, -3.39640, 0.88340], [1.96740, -3.30080, -0.66020], [1.19050, -1.83690, 0.01000], [0.93650, -0.53550, -2.79140], [-0.54550, 0.08270, -2.06010], [-1.23890, 0.76140, -2.98440], [-2.49100, 1.38700, -2.82660], [-3.04190, 2.03540, -3.90120], [-2.39740, 2.08240, -5.15460], [-1.18730, 1.47530, -5.35330], [-0.58920, 0.79850, -4.27370], [0.57690, 0.15230, -4.33220], [-3.00470, 1.33300, -1.87940], [-4.00220, 2.51940, -3.79950], [-2.88560, 2.59470, -5.97190], [-0.68730, 1.48890, -6.30980], [2.50680, 0.18940, -0.63980], [4.18570, 0.23090, -0.54590], [4.85380, 2.05660, -0.68450], [5.59700, 2.38170, -1.81310], [6.08520, 3.66890, -1.96490], [5.82970, 4.63050, -1.00050], [5.08920, 4.30560, 0.12570], [4.59930, 3.01920, 0.28730], [4.93090, -0.78420, -2.01930], [6.15300, -1.41970, -1.82760], [6.73470, -2.11490, -2.87280], [6.10390, -2.17210, -4.10680], [4.88940, -1.53200, -4.30110], [4.30630, -0.83290, -3.25890], [4.86520, -0.67120, 1.03590], [5.76760, -0.03170, 1.87370], [6.37230, -0.74640, 2.89450], [6.08540, -2.09140, 3.07070], [5.19050, -2.73150, 2.22440], [4.58330, -2.02210, 1.20330], [5.79590, 1.62090, -2.56290], [6.66200, 3.92240, -2.83930], [6.19510, 5.63710, -1.12890], [4.89590, 5.05760, 0.87580], [4.01990, 2.76590, 1.16870], [6.65300, -1.35890, -0.86830], [7.68180, -2.60950, -2.72270], [6.56220, -2.71190, -4.92010], [4.39920, -1.56600, -5.26410], [3.37120, -0.30050, -3.42010], [6.00820, 1.01300, 1.70780], [7.07860, -0.25290, 3.54200], [6.56790, -2.64770, 3.85860], [4.98210, -3.78340, 2.35170], [3.90810, -2.51700, 0.51280]]}